No. 1
14
Properties=species:S:1:pos:R:3:forces:R:3:nbo_charge:R:1 method="wB97M-V/def2-TZVPD" smiles=CCC(Cl)(Cl)C(F)(Cl)Cl orbital_gap_ha=0.4240 lumo_ev=0.554
C -0.19135 -1.14245 1.65913 -0.931 -1.561 -1.344 -0.63
C -0.50278 -0.60755 0.23650 2.153 -0.924 -0.775 -0.46
C 0.36976 0.62762 -0.10913 -0.732 -0.387 -0.420 -0.07
C 0.17411 1.04635 -1.66625 1.025 0.054 0.456 0.29
F 0.50849 2.33877 -1.85221 -0.031 -0.044 0.329 -0.32
Cl -0.14749 1.97278 0.96709 0.189 -0.064 -0.566 0.00
Cl 2.07043 0.22592 0.20933 0.073 0.519 -0.231 0.02
Cl -1.48912 0.84730 -2.17173 -0.155 0.011 -0.063 0.03
Cl 1.27901 0.12840 -2.77284 -0.722 0.072 0.528 -0.01
H -0.42975 -2.31417 1.63808 0.064 2.817 0.662 0.23
H 0.84649 -1.02298 1.92525 0.191 -0.101 0.093 0.22
H -0.79861 -0.44226 2.23757 -0.006 -1.033 0.925 0.22
H -0.13987 -1.37738 -0.56526 -1.400 1.184 1.220 0.23
H -1.54932 -0.28034 0.26448 0.282 -0.542 -0.813 0.24

=====

No. 2
25
Properties=species:S:1:pos:R:3:forces:R:3:nbo_charge:R:1 method="wB97M-V/def2-TZVPD" smiles="CCCOC(=O)c1ccc(O)cc1" relative_energy_kj_mol=1.8 orbital_gap_ha=0.3533 lumo_ev=0.711
C 3.78496 1.09261 1.34347 0.048 0.023 -0.216 -0.61
C 3.95047 0.93889 -0.16364 -0.413 -0.247 0.096 -0.41
C 3.11824 -0.21596 -0.71109 0.673 -0.164 -0.054 -0.08
H 3.34543 -0.38790 -1.76933 -0.074 -0.019 0.136 0.18
H 3.30781 -1.13934 -0.15368 0.007 0.162 -0.143 0.21
O 1.73175 0.10312 -0.61374 -0.123 0.323 0.015 -0.52
C 0.90323 -0.84773 -0.16181 0.042 -0.389 0.109 0.79
O 1.26283 -1.95895 0.15054 -0.075 0.132 -0.052 -0.61
C -0.49994 -0.38357 -0.09219 -0.163 0.057 0.014 -0.21
C -1.48150 -1.30398 0.26558 0.198 0.125 -0.054 -0.12
C -2.80431 -0.92331 0.34320 -0.157 0.112 -0.007 -0.31
C -3.16663 0.39300 0.06672 0.433 -0.184 -0.006 0.34
C -2.18542 1.31893 -0.28891 -0.412 0.036 0.047 -0.29
C -0.86604 0.93365 -0.36866 0.063 -0.258 0.038 -0.13
H -0.10742 1.64789 -0.64563 0.044 0.073 -0.027 0.23
H -2.48727 2.33323 -0.49834 -0.014 0.112 -0.023 0.23
O -4.45125 0.81506 0.13094 -0.213 0.090 0.005 -0.66
H -5.02778 0.08518 0.38852 0.110 0.072 -0.033 0.48
H -3.56485 -1.64280 0.61746 -0.051 -0.060 0.024 0.21
H -1.18493 -2.31926 0.47791 0.026 -0.093 0.023 0.24
H 3.64339 1.85754 -0.66550 0.097 0.050 -0.089 0.20
H 4.99691 0.74806 -0.40596 0.010 0.016 -0.097 0.21
H 2.74046 1.26587 1.59240 -0.077 0.026 0.094 0.21
H 4.11681 0.19221 1.85732 0.010 -0.055 0.088 0.20
H 4.37073 1.93361 1.70645 0.013 0.059 0.111 0.21

=====

No. 3
43
Properties=species:S:1:pos:R:3:forces:R:3:mulliken_charge:R:1 method="wB97M-V/def2-TZVPD" total_charge=-1 relative_energy_kj_mol=0.5 orbital_gap_ha=0.1415 lumo_ev=1.441
Rb -0.28648 -1.49281 0.09088 -0.133 0.433 0.313 0.92
C -0.29746 2.33673 1.52810 -0.204 -0.221 -0.141 -0.57
C -0.06296 1.38572 2.50702 0.229 -0.122 -0.280 0.35
C 0.38382 1.84983 3.89573 0.075 0.101 0.204 0.53
O 0.77023 0.96754 4.68303 -0.046 0.089 0.219 -0.80
C 0.34456 3.23551 4.15004 -0.001 -0.071 0.047 -0.84
C 0.08779 4.22736 3.17100 0.011 -0.338 0.522 0.44
C -0.19409 3.74045 1.73372 0.139 -0.459 0.055 0.52
O -0.27593 4.55816 0.82518 -0.076 0.506 -0.561 -0.75
O 0.09464 5.44264 3.38452 -0.028 0.374 0.002 -0.75
O -0.09411 0.14262 2.27847 -0.008 -0.462 -0.289 -0.75
H -0.48516 1.95717 0.52376 -0.101 0.216 -0.056 0.37
H 0.56522 3.56330 5.16086 0.099 0.053 -0.036 0.36
C 3.73332 -0.51079 0.39239 -0.692 -0.419 0.209 -0.70
S 3.06582 0.57697 -0.87527 0.293 0.046 0.071 0.40
O 1.74744 -0.03315 -1.26167 0.124 -0.360 -0.132 -0.59
C 2.65937 1.92764 0.18850 -0.273 0.454 0.203 -0.52
H 4.73501 -0.24377 0.71433 0.035 0.143 -0.047 0.39
H 3.70805 -1.52357 -0.01216 0.294 0.075 -0.149 0.18
H 3.02008 -0.49860 1.22339 0.180 0.151 0.092 0.19
H 3.53970 2.43835 0.57881 0.136 -0.118 -0.136 0.46
H 2.03108 1.58373 1.01394 -0.053 -0.047 -0.087 -0.22
H 2.06911 2.62149 -0.41156 0.022 0.054 0.065 0.36
C 2.35245 -3.62978 -2.04725 -0.552 -0.026 0.259 -0.35
S 1.00859 -3.34622 -3.21629 0.792 -0.272 -0.635 0.38
O -0.12068 -2.82431 -2.42496 -0.650 0.124 0.495 -0.55
C 1.74509 -1.92835 -4.02821 -0.212 0.131 -0.121 -0.61
H 3.22235 -4.06565 -2.52948 0.090 0.111 -0.074 0.39
H 1.93801 -4.33342 -1.32321 0.134 -0.054 -0.025 0.34
H 2.54549 -2.68020 -1.55017 0.197 0.015 -0.051 -0.34
H 1.95576 -1.15844 -3.28315 0.059 -0.065 0.054 0.01
H 0.98984 -1.54786 -4.71599 0.037 -0.055 -0.043 0.33
H 2.62419 -2.24443 -4.58862 0.063 0.021 0.051 0.37
C -5.12534 -0.28035 0.54207 -0.215 0.274 0.179 -0.92
S -4.23243 -0.45224 -0.99507 -0.062 0.303 -0.162 0.50
O -2.90712 -0.98818 -0.61460 0.427 -0.397 0.021 -0.51
C -5.13022 -1.82544 -1.71375 -0.322 -0.314 0.268 -0.94
H -4.40282 0.20889 1.19581 -0.068 0.058 0.044 0.32
H -5.44405 -1.22292 0.98509 0.137 -0.099 -0.142 0.28
H -5.98003 0.38052 0.39207 -0.004 -0.035 0.007 0.36
H -4.48351 -2.27310 -2.46396 0.006 0.138 -0.118 0.32
H -6.06077 -1.46921 -2.15478 0.030 0.033 -0.073 0.36
H -5.35386 -2.57184 -0.94859 0.089 0.031 -0.020 0.27

=====

Calculated values (hartree) of E_tot for the records, taken in order: -2096.02313; -613.99531; -2214.54637.